(A)
Here is a single C5H6OS2 molecule from OMol25. Energies are from the ωB97M-V functional and the def2-TZVPD basis.

ORCA input file:
```
! RIJCOSX wB97M-V def2-TZVPD def2/J DEFGRID3
* xyz 0 1
H -0.5210 1.8703 -0.8652
O 1.6783 -0.5434 -0.3688
C -0.2855 -0.4745 0.5579
H 2.4943 -2.1856 0.5647
C 0.5490 1.5668 -0.8251
H -0.2029 -2.5939 1.5365
S -1.8757 0.0562 1.1179
H 1.0671 2.3511 -0.2544
S -2.9269 0.2655 -0.6086
H 1.1341 1.5245 -1.7181
C 0.2952 -1.7220 0.9543
H -3.4940 1.3700 -0.2159
C 1.4922 -1.7007 0.3094
C 0.5959 0.2156 -0.1846
*
```

Values from the calculation:
HOMO-LUMO gap = 8.77 eV
LUMO energy = 0.020 hartree
SMILES = Cc1occc1SS
E_HOMO = -8.2258 eV

***

(B)
Here is a single C5H6OS2 molecule from OMol25. Energies are from the ωB97M-V functional and the def2-TZVPD basis.

ORCA input file:
```
! RIJCOSX wB97M-V def2-TZVPD def2/J DEFGRID3
* xyz 0 1
H 3.0435 -0.8202 -0.2406
H -0.8100 1.6633 -1.1378
H 3.1390 -0.3274 1.4573
C 2.8852 -1.1375 0.7486
S 1.1660 -1.5952 0.9253
C 0.4158 -0.1950 0.1212
S -2.0225 -1.4010 0.5622
H 3.5718 -1.9922 0.9552
H -3.6796 0.7110 -0.3377
O 1.0852 0.7316 -0.2856
C -1.1039 -0.1906 0.0245
C -1.5841 1.0352 -0.6886
C -2.8650 1.3250 -0.7733
H -3.2412 2.1929 -1.3307
*
```

Values from the calculation:
HOMO-LUMO gap = 7.54 eV
LUMO energy = -0.055 hartree
SMILES = C=CC(=S)C(=O)SC
E_HOMO = -9.0431 eV

***

Going by the energies, (A) is most stable and the next is 0.0035 hartree up.

***

(A)
Here is 6 unconnected molecules or ions with the total composition C7H9Cl17 from OMol25. Energies are from the ωB97M-V functional and the def2-TZVPD basis.

ORCA input file:
```
! RIJCOSX wB97M-V def2-TZVPD def2/J DEFGRID3
* xyz 0 1
Cl 4.1378 4.2431 1.3314
Cl 2.0431 0.8479 -1.8132
H -2.6726 -2.0427 2.8721
C 1.5297 -1.8755 -4.5025
Cl -3.0396 -3.1128 -3.0085
C -1.3323 3.6598 1.0733
Cl 1.5495 -1.4819 -0.1407
H -1.3525 4.7368 1.1221
C 4.6963 2.5897 1.3060
C 0.9951 0.1387 -0.5765
H 1.6174 -0.8115 -4.3378
C -3.4445 -2.4373 -1.4415
H 1.0215 0.7567 0.3091
H -0.6052 -1.7330 1.5538
C -2.2097 -1.0595 2.7793
Cl 3.3461 1.5015 1.5145
Cl 1.2727 -2.1397 -6.2249
H -3.2340 -1.3785 -1.4618
H 5.1350 2.4060 0.3375
Cl -0.6726 0.1084 -1.0977
C -0.7557 -1.2855 2.5330
H -0.3123 -1.9108 3.3005
Cl -1.8808 3.0657 2.6383
H -2.3884 -0.5068 3.6980
Cl 0.1103 -2.3994 -3.5771
Cl -5.1370 -2.6592 -1.0747
Cl -2.4365 -3.1540 -0.1922
Cl 0.2334 0.2274 2.4888
Cl -2.4401 3.1605 -0.2091
Cl 2.9895 -2.6567 -3.9157
Cl 5.9244 2.2978 2.5252
Cl 0.3189 3.1231 0.7426
Cl -3.0069 -0.2181 1.4486
*
```

Values from the calculation:
HOMO-LUMO gap = 11.08 eV
LUMO energy = 0.013 hartree
SMILES = ClC(Cl)Cl.ClC(Cl)Cl.ClC(Cl)Cl.ClC(Cl)Cl.ClC(Cl)Cl.ClCCCl
E_HOMO = -10.7283 eV

***

(B)
Here is a molecular structure, C7H9Cl17 from OMol25. Energies are from the ωB97M-V functional and the def2-TZVPD basis.

ORCA input file:
```
! RIJCOSX wB97M-V def2-TZVPD def2/J DEFGRID3
* xyz 0 1
C -4.1102 -1.3025 -2.3548
Cl -3.4405 3.4188 -0.6179
Cl -2.8331 -2.4611 -2.3777
Cl -3.3634 2.4383 2.0527
H 1.0029 -0.6453 0.6898
H -0.7214 1.3539 1.0629
H -1.6429 0.6752 -0.2079
H 2.2878 2.5513 4.4815
Cl -3.2653 0.2207 -2.4125
C 4.6852 -2.2147 0.7517
Cl 0.1344 2.0676 3.9440
Cl 0.7417 -1.1172 -4.1226
H -4.4819 4.3236 1.2169
Cl 2.6282 -3.3599 -4.4323
Cl 2.2315 3.0286 2.1835
C -0.0162 -0.5418 0.3127
H 2.3069 -1.8631 -2.4951
Cl 5.7490 -3.4915 0.3694
H 5.1374 -1.5502 1.5688
H -0.1651 -1.0397 -0.6271
C 1.7003 -2.3705 -3.2751
Cl 0.5286 -3.4507 -2.3750
C -0.6192 0.8098 0.1983
Cl -0.9816 -1.5171 1.4525
Cl 3.1896 -2.9516 1.4665
C 1.9113 1.9824 3.6375
Cl 4.2903 -1.1642 -0.6553
Cl 2.5267 0.3717 3.3952
Cl -2.2256 5.0890 1.4324
Cl -5.0688 -1.4198 -0.9068
C -3.5047 3.9091 1.0306
Cl 0.1996 1.7158 -1.1470
H -4.8114 -1.4951 -3.2398
*
```

Values from the calculation:
HOMO-LUMO gap = 11.03 eV
LUMO energy = 0.014 hartree
E_HOMO = -10.6568 eV

***

Going by the energies, (A) is most stable and the next is 0.0277 hartree up.

***

(A)
Here is a single C5H7ClN2 molecule from OMol25. Energies are from the ωB97M-V functional and the def2-TZVPD basis.

ORCA input file:
```
! RIJCOSX wB97M-V def2-TZVPD def2/J DEFGRID3
* xyz 0 1
C -2.0676 -0.7613 0.8961
C 1.5490 1.3637 0.0312
C 1.0099 0.0784 -0.5375
H -1.0587 -1.3053 -2.0569
N -2.2129 -1.4094 -0.3077
H 1.0946 0.1328 -1.5848
C -0.8937 -0.1384 0.9890
H 1.0465 2.1845 -0.5659
H -0.3745 0.5005 1.8451
C -1.1537 -1.0375 -1.0116
N -0.3028 -0.2727 -0.2493
H 2.6915 1.4463 -0.1203
H -2.8571 -0.8058 1.6733
H 1.3266 1.4186 1.0816
Cl 2.2026 -1.3944 -0.0823
*
```

Values from the calculation:
HOMO-LUMO gap = 10.03 eV
LUMO energy = 0.027 hartree
SMILES = C[C@@H](Cl)n1ccnc1
E_HOMO = -9.3002 eV

***

(B)
Here is a molecular structure, C5H7ClN2 from OMol25. Energies are from the ωB97M-V functional and the def2-TZVPD basis.

ORCA input file:
```
! RIJCOSX wB97M-V def2-TZVPD def2/J DEFGRID3
* xyz 0 1
H 1.7023 -2.5095 -1.1360
H -0.3673 2.8345 -0.9137
H 0.3862 -3.1851 0.1075
C 1.2274 -2.4432 -0.1147
C 0.4873 -1.1361 0.0404
N -0.8723 -1.2056 0.1519
Cl 2.3563 0.9909 -0.1790
H 2.0216 -2.4051 0.5218
N -0.5596 1.0759 0.2592
C -0.8873 2.3965 -0.0162
H -1.9753 2.4293 -0.2860
H -0.6893 2.9930 0.9291
C 1.0502 0.0659 0.0356
H -2.5051 0.0837 0.3383
C -1.3749 0.0148 0.2618
*
```

Values from the calculation:
HOMO-LUMO gap = 9.05 eV
LUMO energy = 0.027 hartree
E_HOMO = -8.3095 eV

***

Going by the energies, (A) is most stable and the next is 0.0815 hartree up.

***

(A)
Here is a single C5H7ClN2 molecule from OMol25. Energies are from the ωB97M-V functional and the def2-TZVPD basis.

ORCA input file:
```
! RIJCOSX wB97M-V def2-TZVPD def2/J DEFGRID3
* xyz 0 1
H 0.2674 1.9263 -0.7095
C -1.7887 0.1844 -0.1612
H 2.1029 1.9743 -1.0158
H 0.5055 -0.8405 1.6570
C 1.3577 0.3254 0.0745
N -0.9839 0.4212 0.8911
C 1.2578 1.4712 -0.5853
H -0.6453 -2.3636 0.4009
H 0.2835 -1.9407 -0.9618
C 0.1948 -0.4209 0.7068
H -0.8173 1.3505 1.1466
N -1.5644 -0.8668 -0.8541
Cl 2.8303 -0.6010 -0.0179
H -2.6222 0.8703 -0.3736
C -0.3780 -1.4901 -0.1978
*
```

Values from the calculation:
HOMO-LUMO gap = 9.92 eV
LUMO energy = 0.031 hartree
SMILES = C=C(Cl)[C@@H]1CN=CN1
E_HOMO = -9.0762 eV

***

(B)
Here is a single C5H7ClN2 molecule from OMol25. Energies are from the ωB97M-V functional and the def2-TZVPD basis.

ORCA input file:
```
! RIJCOSX wB97M-V def2-TZVPD def2/J DEFGRID3
* xyz 0 1
H 1.0953 -1.6617 0.5567
C -1.7604 -1.0306 0.4018
C -0.5387 -0.6256 -0.4175
N 0.6823 -0.7524 0.3681
Cl 1.1750 2.9906 -0.6242
H -0.4816 -1.2656 -1.3186
C 0.6387 1.3592 -0.4181
H -1.8271 -0.3589 1.2795
N 2.6320 0.4660 0.8181
H 3.0063 1.4108 0.6767
H -2.6869 -0.9989 -0.1801
C 1.4690 0.3764 0.3254
H -1.6281 -2.0597 0.7704
C -0.5028 0.8238 -0.8267
H -1.2730 1.3268 -1.4116
*
```

Values from the calculation:
HOMO-LUMO gap = 9.69 eV
LUMO energy = 0.026 hartree
SMILES = [H]/N=C1/N[C@@H](C)C=C1Cl
E_HOMO = -8.9810 eV

***

Going by the energies, (B) is most stable and the next is 0.0280 hartree up.